# 1
Below is a structure of composition C38H32N2NaP2 in a non-equilibrium geometry, with properties calculated with ωB97M-V with the def2-TZVPD basis set.

Atoms and positions in Å:
P: -0.49 -3.10 -0.30
P: -0.75 2.79 -2.11
Na: -0.97 0.20 0.41
N: 1.02 -0.10 -0.99
N: 0.29 2.74 8.60
C: 0.32 2.24 7.56
C: -0.43 -4.13 -1.76
C: 1.27 -2.50 -0.53
C: 1.18 2.42 5.28
C: 0.56 -5.17 -1.83
C: -0.87 -4.53 -4.11
C: 0.35 1.81 6.22
C: 0.72 0.10 2.41
C: -0.65 -6.62 1.76
C: 1.00 0.02 -3.28
C: 0.37 6.35 -3.95
C: 0.62 0.72 3.68
C: -0.37 0.66 5.84
C: 1.10 -1.30 -2.96
C: 1.13 2.00 3.98
C: 0.82 -5.18 3.01
C: 0.58 -4.15 2.14
C: 0.94 -5.68 -3.09
C: 0.26 -5.31 -4.21
C: -1.23 3.99 2.32
C: -2.05 3.00 1.72
C: -0.26 4.38 0.16
C: -1.06 3.39 -0.43
C: -2.03 2.74 0.36
C: -0.94 -5.56 0.92
C: -1.26 -3.96 -2.88
C: 1.13 -1.36 -1.50
C: -0.28 0.10 4.60
C: 0.24 -6.46 2.80
C: -1.66 4.44 -4.10
C: -1.68 5.55 -4.90
C: 0.38 5.19 -3.09
C: 1.04 2.21 -1.90
C: -0.36 4.71 1.51
C: 1.04 0.78 -2.08
C: -0.63 4.28 -3.16
C: -0.31 -4.30 1.05
C: -0.68 6.51 -4.80
H: -0.69 7.31 -5.53
H: -0.78 -0.85 4.39
H: -2.79 2.08 0.02
H: -2.38 3.62 -4.22
H: 1.82 -2.14 0.39
H: -0.93 0.10 6.60
H: -2.17 -3.32 -2.86
H: -1.09 -7.65 1.54
H: 0.30 -0.91 2.43
H: -1.60 -5.69 0.07
H: 1.37 -5.07 3.91
H: -1.29 4.26 3.40
H: 1.16 7.09 -4.00
H: 1.81 -3.36 -0.91
H: 0.99 -5.65 -0.95
H: 0.90 0.47 -4.25
H: -2.75 2.52 2.37
H: 1.62 2.58 -2.74
H: 1.38 0.41 1.64
H: 0.57 -5.71 -5.20
H: 1.86 3.17 5.55
H: 1.75 -6.34 -3.14
H: 1.11 -3.17 2.33
H: 1.48 2.49 -0.92
H: 1.63 2.53 3.24
H: -1.62 -4.51 -4.85
H: 1.21 5.10 -2.40
H: 0.35 -7.27 3.55
H: 1.09 -2.17 -3.61
H: 0.44 4.87 -0.51
H: 0.26 5.53 1.93
H: -2.43 5.81 -5.62

Properties
Total charge   -1
Orbital gap   4.923 eV
HOMO energy   -3.1 eV
E_LUMO   1.84 eV


# 2
Below is a structure of composition C38H32N2O6PtS2 in a non-equilibrium geometry, with properties calculated with ωB97M-V with the def2-TZVPD basis set.

Atoms and positions in Å:
Pt: 0.17 -0.28 0.10
S: 0.49 -2.52 -0.14
S: -1.76 0.45 -1.59
O: -0.95 -0.74 -2.00
O: -0.49 -0.96 1.94
O: 2.11 -0.51 0.28
O: -2.95 0.65 -2.37
O: -0.82 1.59 -1.52
O: -2.01 0.06 -0.11
N: 0.58 1.59 0.92
N: -2.06 -2.83 0.50
C: 2.63 -0.97 4.56
C: 1.62 2.24 0.33
C: 0.45 3.26 2.57
C: -1.10 -3.21 -0.37
C: 1.53 -0.98 3.72
C: 0.49 -0.08 3.93
C: 5.22 0.81 2.45
C: -2.75 -4.53 -1.49
C: -1.96 -0.72 3.73
C: -4.31 -1.31 3.62
C: -3.17 -0.77 3.03
C: 6.27 1.52 1.89
C: -0.75 -0.10 3.03
C: 2.56 -1.47 -3.92
C: -3.06 -1.77 5.61
C: -1.93 -1.22 5.02
C: 5.19 1.36 -0.25
C: 3.28 -0.51 -1.82
C: 4.77 -1.91 -3.12
C: -3.72 -4.09 -0.60
C: 2.19 1.61 -0.90
C: -4.26 -1.81 4.91
C: 2.94 0.27 -0.56
C: 4.14 0.63 0.31
C: 2.72 -0.07 5.60
C: 4.51 -1.13 -1.99
C: 4.17 0.37 1.67
C: 2.30 -0.69 -2.80
C: 6.25 1.80 0.53
C: -0.02 2.09 2.00
C: 1.69 0.83 5.81
C: -1.44 -4.09 -1.39
C: -3.34 -3.22 0.40
C: 2.12 3.41 0.88
C: 0.58 0.82 4.98
C: 3.79 -2.07 -4.09
C: 1.52 3.93 2.02
C: -1.15 1.31 2.56
H: -3.23 -0.38 2.03
H: -3.01 -2.16 6.61
H: -3.02 -5.19 -2.30
H: 7.05 2.36 0.07
H: 5.21 0.60 3.51
H: -1.88 1.17 1.76
H: 5.18 1.58 -1.31
H: -1.64 1.87 3.36
H: -1.00 -1.22 5.58
H: 2.96 3.89 0.40
H: 1.74 1.54 6.63
H: 7.09 1.87 2.50
H: 3.35 -0.17 2.12
H: 2.89 2.29 -1.39
H: -0.05 3.64 3.46
H: -0.23 1.52 5.18
H: 4.00 -2.67 -4.97
H: -5.24 -1.32 3.07
H: -4.01 -2.81 1.15
H: 1.78 -1.59 -4.66
H: 5.27 -1.04 -1.23
H: -5.14 -2.23 5.37
H: 1.90 4.84 2.47
H: 1.46 -1.67 2.89
H: 3.43 -1.68 4.38
H: 5.73 -2.38 -3.22
H: -0.69 -4.38 -2.10
H: 1.36 1.45 -1.59
H: 1.31 -0.27 -2.70
H: -4.75 -4.39 -0.67
H: -1.75 -2.11 1.20
H: 3.59 -0.07 6.25

Properties
Energy above the lowest of the compared OMol25 structures with the same formula, charge and spin   2.0840 eV
Orbital gap (alpha / beta)   6.785 / 6.786 eV
HOMO energy (alpha / beta)   -8.6 / -8.6 eV
E_LUMO (alpha / beta)   -1.83 / -1.82 eV


# 3
Below is a structure of composition C38H32N2O7SSnTe in a non-equilibrium geometry, with properties calculated with ωB97M-V with the def2-TZVPD basis set.

Atoms and positions in Å:
Te: 2.39 3.46 1.54
Sn: -2.93 0.25 0.86
S: -4.41 -1.71 0.81
O: -0.85 -1.90 -0.34
O: -4.06 -1.41 3.49
O: -2.13 2.53 4.06
O: -4.43 1.55 1.41
O: -2.24 -0.37 2.75
O: 0.65 -3.84 1.26
O: -5.99 2.88 2.31
N: -0.41 1.30 -0.33
N: -4.70 -1.70 -2.02
C: -4.30 1.94 3.86
C: -0.61 0.19 -3.84
C: -1.46 2.85 -4.02
C: 0.97 -7.20 -2.10
C: 1.14 -3.02 -0.95
C: 5.48 4.30 -2.19
C: 4.12 4.62 -2.31
C: -0.07 0.62 -1.38
C: 0.80 -0.60 -1.45
C: -2.70 2.36 6.27
C: 0.33 1.20 0.95
C: 3.26 4.45 -1.25
C: 5.94 3.72 -0.98
C: 1.09 -8.23 -1.19
C: -4.97 2.15 2.41
C: -1.08 0.70 -5.05
C: -4.53 -1.62 -0.87
C: 0.28 -1.79 -0.85
C: 5.09 3.45 0.03
C: -2.28 1.51 5.05
C: -3.47 3.13 4.13
C: -3.46 0.77 4.53
C: 2.55 -1.85 -2.56
C: 0.91 -4.09 0.10
C: -1.36 2.04 -5.15
C: -3.26 -0.46 3.57
C: 0.92 -5.88 -1.69
C: 1.80 1.50 0.79
C: 1.18 -7.91 0.18
C: 3.62 -1.91 -3.56
C: 1.19 -6.60 0.59
C: -1.14 2.32 -2.79
C: 3.76 3.86 -0.08
C: 2.18 -3.04 -1.84
C: 1.85 -0.68 -2.34
C: -0.55 1.04 -2.71
C: -3.52 3.49 5.63
C: 1.03 -5.56 -0.34
H: 1.08 -9.28 -1.49
H: -1.35 0.97 5.18
H: -3.58 4.03 3.44
H: 2.77 -3.94 -2.06
H: 4.52 -1.37 -3.20
H: -1.74 3.88 -4.12
H: -3.30 1.73 6.92
H: 3.77 5.01 -3.28
H: -1.16 2.97 -1.88
H: 6.22 4.45 -2.99
H: -3.99 0.30 5.38
H: 0.96 -7.41 -3.19
H: -1.88 2.73 6.86
H: 2.09 0.18 -2.96
H: 0.85 -5.13 -2.46
H: 2.03 1.53 -0.30
H: 1.24 -6.47 1.71
H: -0.30 -0.83 -3.75
H: 1.06 -8.61 1.05
H: -2.99 4.45 5.75
H: -0.16 1.94 1.58
H: 2.25 4.75 -1.31
H: -1.06 0.03 -5.89
H: -5.20 2.10 4.52
H: -4.54 3.60 5.94
H: 0.06 0.25 1.38
H: 7.00 3.44 -0.92
H: 2.46 0.78 1.26
H: -1.53 2.40 -6.14
H: 3.98 -2.88 -3.75
H: 3.41 -1.41 -4.55
H: 5.41 3.02 0.93

Properties
Energy above the lowest of the compared OMol25 structures with the same formula, charge and spin   1.1422 eV
Orbital gap (alpha / beta)   4.840 / 5.441 eV
HOMO energy (alpha / beta)   -8.3 / -8.3 eV
E_LUMO (alpha / beta)   -3.46 / -2.86 eV


# 4
Below is a structure of composition C38H33BrN4O2P2PtS, with properties calculated with ωB97M-V with the def2-TZVPD basis set.

Atoms and positions in Å:
Pt: -0.31 -0.59 -1.31
Br: 0.77 -2.86 -1.86
S: 1.72 0.54 -1.39
P: 1.24 2.07 2.46
P: -0.29 -0.61 1.02
O: -2.09 -1.51 -1.46
O: 0.30 -2.78 -7.07
N: 1.82 3.03 -2.25
N: -0.18 -0.94 -3.46
N: -0.30 2.24 -1.97
N: -1.08 1.21 -1.49
C: -0.20 0.96 1.93
C: 2.56 4.07 1.07
C: -5.74 0.24 -0.54
C: 3.07 0.35 3.50
C: 2.64 5.24 0.33
C: -2.01 -2.73 1.34
C: 3.67 1.06 1.29
C: 0.13 -2.14 -5.92
C: -2.34 1.45 -1.31
C: -1.84 -1.36 1.55
C: -3.23 -0.90 -1.15
C: 0.32 -2.16 -3.59
C: 5.16 -0.35 2.55
C: -0.55 -0.29 -4.57
C: 3.15 -2.79 1.47
C: 4.87 0.36 1.40
C: 0.98 -1.74 1.61
C: 2.21 -1.91 0.96
C: 1.69 -3.29 3.31
C: 0.51 -2.83 -4.76
C: 2.89 -3.49 2.64
C: 1.51 5.75 -0.30
C: -0.41 -0.86 -5.81
C: -3.38 0.51 -1.02
C: 0.30 5.09 -0.17
C: -4.65 1.04 -0.72
C: 4.25 -0.36 3.60
C: 2.76 1.06 2.34
C: 0.98 2.04 -1.91
C: -2.86 -0.63 2.16
C: 0.22 3.91 0.56
C: -4.15 -2.64 2.42
C: -4.01 -1.27 2.60
C: -3.15 -3.37 1.78
C: 0.74 -2.42 2.80
C: -4.36 -1.70 -1.00
C: 1.35 3.37 1.18
C: -5.58 -1.15 -0.70
H: -3.26 -4.44 1.64
H: 3.46 1.63 0.40
H: 3.62 -4.18 3.03
H: 4.09 -2.92 0.95
H: 2.46 -1.35 0.07
H: -0.19 -2.30 3.33
H: 5.58 0.39 0.58
H: -0.96 0.70 -4.43
H: -0.59 0.62 2.90
H: -4.75 2.12 -0.64
H: -5.04 -3.14 2.78
H: -6.70 0.66 -0.30
H: 3.44 3.72 1.59
H: 6.10 -0.87 2.64
H: 0.92 -3.83 -4.82
H: 4.48 -0.90 4.51
H: 3.58 5.77 0.27
H: 1.49 -3.82 4.24
H: -2.62 2.49 -1.45
H: -6.44 -1.80 -0.59
H: -0.74 3.44 0.66
H: -0.59 5.49 -0.63
H: 1.57 6.68 -0.85
H: -1.23 -3.31 0.86
H: -2.77 0.44 2.32
H: -0.98 1.62 1.54
H: 1.46 3.97 -2.30
H: 2.39 0.38 4.35
H: 2.81 2.89 -2.23
H: -4.25 -2.77 -1.13
H: -0.71 -0.30 -6.69
H: -4.79 -0.70 3.09
H: 0.02 -2.26 -7.83

Properties
Energy above the lowest of the compared OMol25 structures with the same formula, charge and spin   0.2754 eV
Total charge   +2
Orbital gap   5.851 eV
HOMO energy   -12.7 eV
E_LUMO   -6.86 eV


# 5
Below is a structure of composition C38H33GeNS4Tl, with properties calculated with ωB97M-V with the def2-TZVPD basis set.

Atoms and positions in Å:
Tl: 0.11 -0.58 1.18
Ge: 0.77 -3.07 0.94
S: 0.10 0.30 -1.64
S: 1.89 -0.02 3.46
S: -2.66 -0.64 -0.19
S: -0.64 1.61 1.93
N: 2.48 0.32 0.50
C: -1.75 -4.25 1.74
C: 2.12 4.44 2.57
C: -1.28 2.62 -2.21
C: -2.87 -6.06 0.62
C: -4.32 -3.39 -1.39
C: 0.88 2.36 2.45
C: 3.05 2.44 3.51
C: 4.24 -3.45 -1.43
C: -3.63 1.76 -1.02
C: 3.16 3.79 3.23
C: -5.50 -3.94 -1.88
C: 2.00 -3.16 -0.57
C: 3.35 -3.41 -0.36
C: 1.00 3.73 2.19
C: 3.77 -3.22 -2.72
C: 3.54 -0.13 1.17
C: -2.81 -5.15 1.67
C: 1.44 1.49 -1.34
C: -2.38 -1.84 -1.57
C: 3.84 0.74 -1.40
C: -6.00 -3.52 -3.10
C: -0.75 -4.25 0.77
C: -4.16 -1.99 -3.33
C: 4.94 0.22 -0.73
C: -1.33 1.36 -1.62
C: -2.52 0.92 -1.02
C: 1.55 -2.93 -1.87
C: -1.89 -6.06 -0.36
C: 2.63 0.79 -0.74
C: -3.65 -2.41 -2.11
C: 1.93 1.72 3.11
C: 2.43 -2.97 -2.94
C: -0.84 -5.16 -0.29
C: -2.39 3.45 -2.17
C: 3.39 -0.58 2.60
C: 4.80 -0.19 0.58
C: -3.56 3.02 -1.58
C: -5.34 -2.54 -3.82
H: -3.69 -6.77 0.57
H: 4.03 4.34 3.55
H: 2.06 -2.80 -3.95
H: 3.35 -1.67 2.65
H: 4.46 -3.26 -3.56
H: -0.38 2.95 -2.70
H: 3.84 1.94 4.05
H: 1.72 1.98 -2.27
H: -1.75 -2.62 -1.16
H: -1.82 -1.31 -2.34
H: -5.73 -2.21 -4.77
H: 1.55 -3.34 2.24
H: -1.95 -6.76 -1.19
H: 3.93 1.11 -2.41
H: -3.57 -5.15 2.44
H: -4.54 1.40 -0.56
H: 5.90 0.16 -1.22
H: -6.01 -4.71 -1.31
H: -3.64 -1.23 -3.90
H: -2.34 4.43 -2.63
H: 1.06 2.22 -0.63
H: 0.19 4.23 1.68
H: -6.92 -3.95 -3.48
H: -4.43 3.66 -1.56
H: -0.07 -5.18 -1.05
H: 0.50 -2.73 -2.06
H: 5.28 -3.66 -1.26
H: -3.92 -3.73 -0.44
H: 5.65 -0.55 1.14
H: -1.71 -3.55 2.57
H: 3.72 -3.60 0.64
H: 4.27 -0.27 3.16
H: 2.19 5.50 2.36

Properties
Energy above the lowest of the compared OMol25 structures with the same formula, charge and spin   0.0000 eV
Total charge   +1
Orbital gap   8.195 eV
HOMO energy   -10.7 eV
E_LUMO   -2.51 eV


# 6
Below is a structure of composition C38H33KN8O4S, with properties calculated with ωB97M-V with the def2-TZVPD basis set.

Atoms and positions in Å:
K: -0.21 -1.00 0.27
S: 0.89 -1.27 3.55
O: 0.31 1.06 -1.26
O: 4.57 5.81 -0.03
O: -1.39 -3.29 -0.40
O: 2.50 6.14 0.64
N: -1.29 -2.85 -2.70
N: 0.70 0.36 5.63
N: 1.86 -2.92 0.66
N: -0.51 1.08 3.89
N: -2.58 0.59 0.33
N: -0.75 -1.59 -2.44
N: -1.00 0.91 2.63
N: 2.58 -0.27 0.65
C: -1.89 3.20 2.86
C: -2.95 -7.06 -1.16
C: 3.55 5.32 0.37
C: -1.54 -3.56 -1.63
C: 3.95 1.62 -0.12
C: 2.49 -5.22 0.49
C: -2.91 0.46 -0.95
C: 4.16 2.99 -0.17
C: 3.48 -1.14 0.72
C: -3.16 3.77 2.84
C: -2.19 1.79 0.77
C: 0.44 1.25 -2.50
C: -2.93 1.51 -1.85
C: -2.46 -5.78 -0.91
C: 0.04 0.43 -3.55
C: -3.08 -7.52 -2.46
C: -0.87 3.89 3.51
C: 0.30 0.12 4.32
C: 2.02 1.96 1.26
C: 3.15 -2.59 0.67
C: -3.41 5.00 3.44
C: -1.11 5.13 4.10
C: 1.11 2.58 -2.90
C: -2.38 5.69 4.07
C: -0.90 -1.47 -4.88
C: 1.53 -4.20 0.56
C: 3.29 3.86 0.49
C: -2.71 -6.69 -3.52
C: 3.82 -4.87 0.52
C: -2.20 2.91 -0.07
C: -0.54 -0.89 -3.52
C: 2.89 1.10 0.61
C: 2.22 3.33 1.21
C: -2.57 2.76 -1.39
C: -2.22 -5.41 -3.27
C: -2.09 -4.94 -1.96
C: -1.66 1.90 2.16
C: 4.17 -3.53 0.61
H: 0.06 0.95 6.15
H: 0.39 3.23 -3.41
H: 0.24 0.82 -4.55
H: -0.63 -0.78 -5.68
H: -1.87 3.87 0.31
H: -3.15 -0.55 -1.28
H: 1.02 -0.47 6.11
H: 1.53 3.96 1.75
H: -2.35 -5.39 0.09
H: 4.97 3.41 -0.75
H: 0.11 3.44 3.58
H: -3.96 3.25 2.33
H: 2.17 -6.25 0.40
H: -0.40 -2.43 -5.04
H: -3.24 -7.70 -0.33
H: 4.59 -5.63 0.46
H: -1.98 -1.68 -4.93
H: 1.18 1.54 1.80
H: 1.71 5.61 0.81
H: -3.17 1.33 -2.89
H: 1.95 2.42 -3.59
H: -0.30 5.65 4.59
H: 5.20 -3.21 0.63
H: 4.54 -0.89 0.83
H: -3.46 -8.51 -2.66
H: 1.47 3.07 -2.00
H: -1.92 -4.75 -4.07
H: -2.57 6.65 4.54
H: 4.59 0.96 -0.69
H: -2.54 3.61 -2.06
H: -4.41 5.42 3.42
H: -2.80 -7.04 -4.54
H: 0.47 -4.40 0.51

Properties
Energy above the lowest of the compared OMol25 structures with the same formula, charge and spin   0.0000 eV
Total charge   -2
Orbital gap   4.723 eV
HOMO energy   -0.7 eV
E_LUMO   4.07 eV